# C27H57BrCl2N2O5P

A cluster of 2 separate species, C27H57BrCl2N2O5P in total (ωB97M-V/def2-TZVPD, the OMol25 dataset).

Properties
HOMO-LUMO gap	8.8	eV
total charge	+1
M	671.5	g mol⁻¹
HOMO	-11.4	eV
LUMO	-0.0941	hartree

Geometry (Å):
C -4.206 -4.526 -0.624
C -5.472 -3.687 -0.445
C -5.629 -2.971 0.908
C -4.350 -2.523 1.610
C -3.556 -1.452 0.840
C -2.079 -1.788 0.673
C -1.239 -0.587 0.274
C 0.167 -1.015 -0.171
N 1.341 -0.492 0.635
C 2.567 -0.619 -0.242
P 2.701 0.002 -1.964
O 1.549 -0.307 -2.800
O 4.053 -0.798 -2.225
O 3.121 1.526 -1.900
N 1.500 -1.405 1.742
C 2.732 -2.039 2.171
C 3.121 -3.369 1.496
C 4.546 -3.388 0.920
C 1.095 0.940 1.226
C 2.267 1.273 2.158
C 2.181 2.627 2.867
C 3.231 2.736 3.987
C 4.059 4.014 3.919
C 1.042 2.040 0.149
C 0.083 2.033 -1.050
C -1.321 2.603 -0.765
C -1.760 3.636 -1.799
C -1.832 3.083 -3.217
C -2.281 4.125 -4.249
C -3.773 4.038 -4.586
O -4.572 3.679 -3.473
C -5.093 4.786 -2.771
C -0.248 0.930 1.975
Br -0.226 0.210 3.841
O -1.312 0.383 1.317
H -3.891 -4.996 0.309
H -4.378 -5.327 -1.343
H -3.371 -3.941 -1.012
H -6.335 -4.344 -0.569
H -5.544 -2.964 -1.261
H -6.185 -3.620 1.589
H -6.257 -2.086 0.766
H -4.633 -2.119 2.584
H -3.710 -3.384 1.824
H -3.621 -0.496 1.360
H -4.004 -1.325 -0.151
H -1.944 -2.574 -0.076
H -1.682 -2.178 1.620
H -1.704 -0.108 -0.591
H 0.339 -0.753 -1.208
H 0.266 -2.095 -0.090
H 3.443 -0.291 0.303
H 2.672 -1.691 -0.404
H 4.454 -0.656 -3.098
H 4.003 1.748 -2.230
H 0.612 -1.785 2.023
H 3.550 -1.325 2.101
H 2.587 -2.176 3.246
H 2.396 -3.563 0.701
H 2.999 -4.180 2.213
H 4.553 -3.279 -0.166
H 5.050 -4.325 1.144
H 5.156 -2.583 1.335
H 3.189 1.283 1.567
H 2.364 0.497 2.911
H 2.350 3.437 2.154
H 1.181 2.772 3.281
H 3.909 1.879 3.933
H 2.733 2.668 4.955
H 4.914 3.968 4.594
H 4.449 4.170 2.910
H 3.470 4.889 4.197
H 0.801 2.938 0.720
H 2.065 2.196 -0.190
H 0.020 1.064 -1.543
H 0.558 2.681 -1.792
H -1.322 3.075 0.222
H -2.074 1.814 -0.749
H -2.752 4.000 -1.520
H -1.087 4.501 -1.773
H -2.532 2.243 -3.227
H -0.858 2.682 -3.511
H -1.726 3.979 -5.178
H -2.038 5.132 -3.897
H -4.122 4.994 -4.991
H -3.942 3.280 -5.353
H -4.328 5.545 -2.570
H -5.476 4.418 -1.820
H -5.911 5.257 -3.325
H -0.493 1.971 2.162
C 5.876 -6.988 -0.839
Cl 7.019 -5.698 -0.435
Cl 4.883 -7.455 0.547
H 5.216 -6.625 -1.618
H 6.440 -7.851 -1.168